(1)
DFT (ωB97M-V/def2-TZVPD) results for an isolated molecule of C3H5NOS.

XYZ file:
```
11
C3H5NOS | OMol25 | ωB97M-V/def2-TZVPD
S 2.42 -1.12 0.22
O 0.76 -0.92 0.56
N 0.68 2.51 0.11
C 0.05 0.04 -0.08
C -1.42 -0.12 0.27
C 0.51 1.40 0.17
H -1.83 0.84 -0.02
H 0.05 0.14 -1.27
H -2.00 -0.99 -0.24
H -1.44 -0.31 1.35
H 2.22 -1.49 -1.06
```

2S+1 = 1
HOMO-LUMO gap = 10.09 eV
E_tot = -17562.6718 eV
SMILES string = C[C@@H](C#N)OS

---

(2)
DFT (ωB97M-V/def2-TZVPD) results for an isolated molecule of C3H5NOS.

XYZ file:
```
11
C3H5NOS | OMol25 | ωB97M-V/def2-TZVPD
S 1.63 -0.26 -1.04
O -0.39 -1.28 0.53
N 2.94 -0.39 0.20
C -1.16 0.75 -0.50
C -0.06 -0.33 -0.14
C -2.40 0.60 0.14
H -2.96 1.52 0.33
H -0.99 1.75 -0.75
H -2.84 -0.44 0.36
H 2.47 -1.10 0.89
H 3.78 -0.82 -0.02
```

2S+1 = 1
HOMO-LUMO gap = 8.15 eV
E_tot = -17561.8116 eV
SMILES string = C=CC(=O)SN

---

(3)
DFT (ωB97M-V/def2-TZVPD) results for an isolated molecule of C3H5NOS2.

XYZ file:
```
12
C3H5NOS2 | OMol25 | ωB97M-V/def2-TZVPD
S 1.72 -1.28 0.32
S 0.07 1.70 -0.24
O 3.66 0.18 0.11
N 2.45 0.30 0.02
C -0.55 0.34 0.75
C 1.81 1.40 -0.17
C -0.11 -0.94 0.27
H -0.53 -0.97 -0.84
H 2.54 2.21 -0.10
H -0.56 -1.77 0.77
H -1.55 0.57 0.72
H -0.15 0.54 1.71
```

2S+1 = 1
HOMO-LUMO gap = 8.71 eV
E_tot = -28396.6589 eV

---

(4)
DFT (ωB97M-V/def2-TZVPD) results for an isolated molecule of C3H5NOS2.

XYZ file:
```
12
C3H5NOS2 | OMol25 | ωB97M-V/def2-TZVPD
S -2.82 -1.18 -1.80
S -0.31 1.21 0.68
O 1.44 -0.71 -0.93
N 0.13 -0.71 -1.32
C -2.09 0.07 -1.08
C -0.62 0.06 -0.64
C 1.11 0.57 1.62
H 0.75 -0.31 2.09
H 2.04 0.45 1.01
H -2.71 0.90 -0.82
H 1.35 1.25 2.43
H 1.74 -1.59 -1.25
```

2S+1 = 1
HOMO-LUMO gap = 8.06 eV
E_tot = -28397.2226 eV
SMILES string = CS/C(C=S)=N\O

---

(5)
DFT (ωB97M-V/def2-TZVPD) results for an isolated molecule of C3H5NOS3.

XYZ file:
```
13
C3H5NOS3 | OMol25 | ωB97M-V/def2-TZVPD
S -1.66 0.29 -0.83
S 0.51 -1.59 0.01
S -3.14 -0.27 1.76
O 2.35 0.82 -0.47
N -0.81 -1.25 1.09
C 0.99 1.10 -0.57
C -1.88 -0.51 0.75
C 0.14 -0.11 -0.96
H 2.47 0.06 0.20
H 0.84 1.86 -1.33
H -0.81 -1.67 2.01
H 0.65 1.61 0.38
H 0.36 -0.33 -2.05
```

2S+1 = 1
HOMO-LUMO gap = 8.81 eV
E_tot = -39234.6019 eV
SMILES string = OC[C@H]1SNC(=S)S1

---

(6)
DFT (ωB97M-V/def2-TZVPD) results for an isolated molecule of C3H5NOS3.

XYZ file:
```
13
C3H5NOS3 | OMol25 | ωB97M-V/def2-TZVPD
S 1.76 0.06 2.43
S 0.96 1.73 0.17
S 0.53 -2.41 0.11
O -1.75 0.58 0.39
N 0.08 -0.73 0.51
C -1.24 -0.60 0.50
C 0.89 0.25 1.06
C 0.20 1.41 -1.38
H 0.41 2.55 -1.76
H 0.95 0.90 -2.35
H -1.95 -1.53 0.41
H 0.07 -3.21 1.32
H -0.90 1.01 -1.41
```

2S+1 = 1
HOMO-LUMO gap = 8.03 eV
E_tot = -39231.8805 eV
SMILES string = CSC(=S)N(S)C=O

---

(7)
DFT (ωB97M-V/def2-TZVPD) results for C3H5NS as an isolated structure.

XYZ file:
```
10
C3H5NS | OMol25 | ωB97M-V/def2-TZVPD
S 0.96 -1.45 0.09
N 0.26 1.10 0.58
C 0.11 -0.08 0.00
C -1.15 0.25 -0.83
C -0.97 1.51 0.02
H -1.90 1.84 0.67
H -1.89 -0.48 -0.46
H -0.98 0.27 -1.82
H 0.63 1.42 1.51
H -0.89 2.36 -0.59
```

2S+1 = 1
HOMO-LUMO gap = 9.03 eV
E_tot = -15515.5967 eV

---

(8)
DFT (ωB97M-V/def2-TZVPD) results for an isolated molecule of C3H5NS.

XYZ file:
```
10
C3H5NS | OMol25 | ωB97M-V/def2-TZVPD
S -1.14 0.33 0.56
N 2.33 0.38 -1.19
C 0.61 0.08 0.80
C 1.49 0.24 -0.40
C -1.33 -1.01 -0.58
H -0.86 -0.75 -1.54
H -1.01 -1.92 -0.09
H -2.40 -1.04 -0.72
H 0.81 0.72 1.61
H 0.65 -0.94 1.17
```

2S+1 = 1
HOMO-LUMO gap = 10.04 eV
E_tot = -15516.5812 eV
SMILES string = CSCC#N

---

What did the eighth record say?
DFT (ωB97M-V/def2-TZVPD) results for an isolated molecule of C3H5NS.

XYZ file:
```
10
C3H5NS | OMol25 | ωB97M-V/def2-TZVPD
S -1.14 0.33 0.56
N 2.33 0.38 -1.19
C 0.61 0.08 0.80
C 1.49 0.24 -0.40
C -1.33 -1.01 -0.58
H -0.86 -0.75 -1.54
H -1.01 -1.92 -0.09
H -2.40 -1.04 -0.72
H 0.81 0.72 1.61
H 0.65 -0.94 1.17
```

2S+1 = 1
HOMO-LUMO gap = 10.04 eV
E_tot = -15516.5812 eV
SMILES string = CSCC#N